# 1
# C38H67Br15Cl3O8P

C38H67Br15Cl3O8P as an isolated structure (ωB97M-V/def2-TZVPD, the OMol25 dataset).

```
132
Properties=species:S:1:pos:R:3:lowdin_charge:R:1
C -2.980 -2.443 0.781 -0.11
C -1.770 -2.085 1.621 -0.26
C -0.987 -0.844 1.072 -0.24
C -0.103 -1.216 -0.120 -0.21
P 0.210 0.175 -1.331 1.03
C 1.249 1.582 -0.780 -0.22
C 1.046 1.956 0.750 -0.25
C 1.591 3.253 1.274 -0.27
C 3.134 3.387 1.365 -0.08
C 1.090 -0.332 -2.856 -0.27
C 1.091 0.649 -4.023 -0.26
C 2.116 0.315 -5.141 -0.22
C 1.717 1.260 -6.336 -0.09
C -1.399 0.841 -1.739 -0.29
C -2.407 -0.218 -2.241 -0.22
C -3.663 0.468 -2.936 -0.20
C -4.845 -0.544 -3.275 -0.09
H -3.510 -3.342 1.095 0.08
H -2.631 -2.710 -0.216 0.06
H -3.707 -1.638 0.675 0.08
H -1.023 -2.847 1.843 0.11
H -2.200 -1.997 2.618 0.11
H -0.463 -0.449 1.942 0.11
H -1.858 -0.201 0.945 0.10
H -0.482 -2.031 -0.737 0.09
H 0.873 -1.582 0.200 0.11
H 0.975 2.398 -1.449 0.10
H 2.269 1.245 -0.966 0.09
H 1.261 1.196 1.502 0.11
H -0.038 2.006 0.852 0.09
H 1.103 3.538 2.206 0.11
H 1.057 4.013 0.703 0.10
H 3.329 4.458 1.410 0.07
H 3.690 3.002 0.510 0.07
H 3.520 2.921 2.271 0.08
H 0.583 -1.243 -3.175 0.10
H 2.110 -0.518 -2.521 0.11
H 1.353 1.647 -3.671 0.11
H 0.080 0.650 -4.430 0.10
H 2.034 -0.749 -5.362 0.11
H 3.172 0.392 -4.882 0.11
H 1.835 0.609 -7.203 0.07
H 2.273 2.197 -6.368 0.07
H 0.688 1.611 -6.260 0.06
H -1.280 1.686 -2.418 0.10
H -1.661 1.307 -0.789 0.09
H -2.683 -0.952 -1.484 0.07
H -1.896 -0.914 -2.907 0.10
H -3.256 1.060 -3.756 0.10
H -3.999 1.269 -2.277 0.10
H -5.499 -0.764 -2.431 0.07
H -4.563 -1.577 -3.477 0.06
H -5.268 -0.426 -4.272 0.07
Cl 6.042 -4.959 -0.826 -1.00
O -2.847 -7.659 -4.104 0.10
C -2.068 -8.579 -4.110 -0.44
O -2.448 -9.901 -4.337 -0.01
C -1.345 -10.817 -4.342 -0.14
C -0.152 -9.901 -3.929 -0.16
C -0.538 -8.456 -4.100 -0.08
H -1.317 -11.238 -5.347 0.12
H -1.528 -11.662 -3.678 0.12
H 0.697 -10.138 -4.569 0.11
H 0.213 -10.079 -2.917 0.12
H -0.258 -7.992 -5.046 0.13
H -0.187 -7.815 -3.291 0.13
O 11.175 -0.002 0.594 0.13
C 11.045 0.309 -0.553 -0.44
O 12.136 0.405 -1.385 0.01
C 11.890 1.241 -2.541 -0.14
C 10.334 1.305 -2.660 -0.17
C 9.776 0.812 -1.310 -0.07
H 12.186 0.871 -3.522 0.12
H 12.190 2.280 -2.400 0.12
H 9.921 0.704 -3.470 0.10
H 9.948 2.291 -2.919 0.10
H 9.117 -0.049 -1.415 0.12
H 9.132 1.472 -0.730 0.12
O 11.772 4.801 8.928 0.08
C 11.314 3.654 8.831 -0.40
O 10.778 3.197 7.623 0.03
C 10.326 1.902 7.758 -0.18
C 10.369 1.547 9.284 -0.15
C 11.170 2.655 9.904 -0.11
H 10.991 1.197 7.259 0.13
H 9.283 1.779 7.466 0.12
H 10.804 0.572 9.506 0.11
H 9.390 1.531 9.763 0.11
H 12.150 2.325 10.248 0.13
H 10.842 3.004 10.883 0.13
O -2.698 7.696 -2.661 0.10
C -3.717 8.059 -3.225 -0.43
O -4.806 7.227 -3.289 0.01
C -5.934 7.867 -3.753 -0.20
C -5.607 9.350 -3.746 -0.15
C -4.090 9.345 -3.958 -0.07
H -6.649 7.582 -2.981 0.13
H -6.213 7.496 -4.739 0.13
H -5.805 9.819 -2.783 0.12
H -6.135 9.972 -4.469 0.12
H -3.518 10.187 -3.568 0.12
H -3.822 9.259 -5.011 0.13
C 3.691 -2.674 5.857 -1.02
Cl 4.733 -1.861 4.636 0.48
Cl 2.892 -1.551 6.936 0.49
H 2.842 -3.003 5.257 0.01
H 4.219 -3.399 6.477 0.04
C -13.756 -5.192 -7.150 -1.41
Br -14.749 -6.801 -7.849 0.47
Br -13.695 -3.804 -8.643 0.47
Br -11.908 -5.842 -6.731 0.49
H -14.275 -4.864 -6.249 -0.02
C -10.385 -8.701 0.022 -1.46
Br -9.808 -6.837 -0.066 0.54
Br -11.788 -9.061 -1.383 0.50
Br -10.652 -9.462 1.929 0.48
H -9.558 -9.274 -0.397 -0.05
C -2.628 12.242 1.985 -1.51
Br -4.498 12.657 2.266 0.52
Br -2.182 10.527 2.888 0.53
Br -1.596 13.931 2.465 0.49
H -2.650 12.051 0.912 -0.04
C -5.360 -6.994 10.569 -1.42
Br -6.745 -6.862 9.222 0.53
Br -3.767 -5.871 9.995 0.47
Br -4.836 -8.987 10.430 0.44
H -5.618 -6.706 11.589 -0.01
C -6.574 2.585 6.272 -1.49
Br -4.962 1.889 7.192 0.52
Br -8.104 1.358 6.127 0.54
Br -6.042 3.118 4.389 0.46
H -6.828 3.453 6.881 -0.03
```

- E_HOMO (hartree) = -0.19310
- F_max (eV/Å) = 4.44
- charge = 0
- frontier orbital gap (Ha) = 0.1554


# 2
# C34H30Cl3N6O3S2Tl

C34H30Cl3N6O3S2Tl as an isolated structure (ωB97M-V/def2-TZVPD, the OMol25 dataset).

```
79
Properties=species:S:1:pos:R:3:lowdin_charge:R:1
Tl -1.474 -1.737 1.456 0.68
C 1.025 6.122 -0.751 -0.06
C 0.502 4.740 -0.483 -0.28
C -0.527 4.191 -1.164 -0.03
C -1.001 2.877 -0.859 -0.13
C -2.041 2.359 -1.620 -0.04
N -2.607 1.186 -1.434 0.05
C -3.593 0.585 -2.311 -0.16
C -3.062 -0.716 -2.893 -0.16
C -1.857 -0.548 -3.821 -0.16
N -0.905 -1.647 -3.711 0.05
C -0.024 -1.634 -2.712 -0.04
C 0.760 -2.665 -2.253 -0.17
C 0.771 -3.980 -2.815 -0.03
C 1.333 -5.027 -2.169 -0.29
C 1.323 -6.421 -2.729 -0.07
C 1.834 -4.805 -0.840 0.00
C 1.816 -3.599 -0.229 -0.14
C 2.178 -3.436 1.195 -0.12
N 1.370 -2.898 2.000 0.01
C 1.785 -2.650 3.367 -0.23
C 1.394 -1.232 3.791 -0.19
C 1.809 -0.166 2.782 -0.20
N 0.948 1.002 2.872 -0.06
C 1.453 2.122 2.073 -0.21
C 0.693 2.709 0.919 -0.10
C 1.098 3.957 0.554 0.02
C -0.410 2.081 0.206 -0.30
O -0.833 0.925 0.460 -0.15
C 1.409 -2.393 -0.971 -0.37
O 1.601 -1.259 -0.527 0.01
H 0.457 6.609 -1.545 0.06
H 2.076 6.099 -1.053 0.07
H 0.963 6.744 0.145 0.08
H -1.019 4.744 -1.961 0.11
H -2.436 2.954 -2.442 0.13
H -2.188 0.666 -0.647 0.11
H -3.847 1.311 -3.089 0.12
H -4.496 0.361 -1.740 0.12
H -3.877 -1.238 -3.396 0.10
H -2.775 -1.348 -2.051 0.08
H -1.311 0.365 -3.573 0.11
H -2.172 -0.462 -4.863 0.12
H -1.207 -2.554 -4.064 0.09
H 0.053 -0.697 -2.164 0.14
H 0.291 -4.150 -3.773 0.10
H 0.850 -6.436 -3.711 0.07
H 0.753 -7.091 -2.080 0.08
H 2.333 -6.832 -2.825 0.07
H 2.188 -5.669 -0.280 0.12
H 3.170 -3.779 1.529 0.13
H 2.868 -2.806 3.486 0.11
H 1.274 -3.370 4.014 0.11
H 1.848 -1.026 4.763 0.11
H 0.312 -1.163 3.928 0.08
H 1.705 -0.539 1.759 0.10
H 2.857 0.126 2.944 0.11
H 2.479 1.932 1.741 0.12
H 1.919 4.402 1.113 0.13
S -4.268 -2.460 0.332 0.38
C -3.362 -3.414 -0.764 -1.27
S -1.773 -3.953 -0.380 0.45
C -3.880 -3.694 -2.054 -0.44
C -3.031 -4.077 -3.118 -0.28
N -2.340 -4.394 -3.995 0.12
C -5.182 -3.291 -2.455 -0.32
N -6.217 -2.963 -2.852 0.11
Cl 2.059 7.422 4.921 0.53
C 1.858 5.775 4.342 -0.73
C 0.592 5.269 4.055 -0.18
C 0.442 3.989 3.603 -0.56
Cl -1.191 3.420 3.294 0.70
C 1.517 2.999 3.382 -0.45
O 1.270 1.711 4.120 -0.08
C 2.790 3.654 3.728 -0.57
Cl 4.263 2.696 3.527 0.61
C 2.954 4.939 4.178 -0.20
H -0.290 5.882 4.188 0.09
H 3.953 5.293 4.397 0.09
```

- E_HOMO (hartree) = -0.05588
- energy above the lowest of the compared OMol25 structures with the same formula, charge and spin (kJ/mol) = 5.6
- F_max (eV/Å) = 0.58
- charge = -2
- frontier orbital gap (Ha) = 0.2029


# 3
# C9H13N3OP

A 2-piece molecular cluster, C9H13N3OP overall (ωB97M-V/def2-TZVPD, the OMol25 dataset).

```
27
Properties=species:S:1:pos:R:3:lowdin_charge:R:1
C 4.917 0.808 0.251 -0.01
C 4.997 -0.371 -0.494 -0.02
C 3.713 1.288 0.727 0.07
C 3.850 -0.976 -0.981 0.06
C 2.588 0.645 0.278 -0.19
C 2.586 -0.573 -0.536 -0.25
C -3.518 -1.276 -1.132 -0.11
C -4.110 1.312 -0.023 -0.13
C -2.432 -0.410 1.571 -0.13
N 1.250 0.829 0.476 0.15
N 0.611 -0.126 -0.091 0.02
N 1.363 -0.995 -0.684 0.16
O -1.484 0.609 -0.714 -0.24
P -2.744 0.093 -0.156 0.65
H 5.790 1.277 0.567 0.11
H 6.027 -0.726 -0.725 0.14
H 3.672 2.224 1.299 0.15
H 3.844 -2.034 -1.405 0.16
H -2.747 -1.652 -1.709 0.03
H -4.310 -0.845 -1.712 0.06
H -3.860 -1.895 -0.399 0.02
H -4.143 2.014 -0.762 0.02
H -4.084 1.828 0.947 0.07
H -4.985 0.694 0.056 0.06
H -1.521 0.144 1.761 0.04
H -2.019 -1.476 1.419 0.09
H -3.252 -0.409 2.172 0.02
```

- E_HOMO (spin up / spin down) (hartree) = -0.50055 / -0.48969
- energy above the lowest of the compared OMol25 structures with the same formula, charge and spin (kJ/mol) = 484.9
- F_max (eV/Å) = 5.59
- charge = +1
- frontier orbital gap (spin up / spin down) (Ha) = 0.2356 / 0.2359